1.
Molecular formula: C24H34N4O
Method: DFT, the ωB97M-V functional and the def2-TZVPD basis

Properties
**ΔE to the lowest compared entry with this formula, charge and spin**: 82.93 kJ/mol
**Lowest unoccupied orbital energy**: 0.58 eV
**Structure (SMILES)**: CC(C)=CCC[C@@H](C)CN1CCC(n2nccc2NC(=O)c2ccccc2)CC1
**Strongest force on any atom**: 0.01593 hartree/bohr

```
63
C24H34N4O, DFT the ωB97M-V functional and the def2-TZVPD basis
C 0.0284 -6.1917 -1.4122
C 1.2885 -6.3772 -0.6198
C 1.4460 -7.7643 -0.0639
C 2.1986 -5.4388 -0.3873
C 2.2031 -4.0144 -0.8445
C 2.0770 -3.0205 0.3168
C 0.7321 -3.1053 1.0497
C 0.7735 -4.0882 2.2170
C 0.3300 -1.7183 1.5724
N 0.3167 -0.7081 0.5291
C 0.3982 0.6382 1.0598
C 0.6007 1.6396 -0.0732
C -0.5739 1.5457 -1.0503
N -0.3929 2.4595 -2.1566
N -0.0529 2.0090 -3.3602
C 0.1211 3.0660 -4.1285
C -0.1038 4.2445 -3.4142
C -0.4409 3.8121 -2.1435
N -0.7142 4.6108 -1.0293
C -1.7425 4.4816 -0.1418
O -2.5287 3.5559 -0.1509
C -1.7952 5.5614 0.8861
C -1.4981 6.8914 0.6041
C -1.5950 7.8487 1.5983
C -1.9818 7.4887 2.8786
C -2.2915 6.1686 3.1621
C -2.2077 5.2115 2.1687
C -0.6723 0.1099 -1.5490
C -0.8276 -0.8268 -0.3563
H -0.0115 -5.2283 -1.9097
H -0.0553 -6.9736 -2.1664
H -0.8367 -6.2752 -0.7534
H 1.4967 -8.4927 -0.8731
H 2.3483 -7.8513 0.5361
H 0.5879 -8.0220 0.5571
H 3.0613 -5.7029 0.2141
H 3.1527 -3.8223 -1.3541
H 1.4026 -3.8236 -1.5587
H 2.8904 -3.1826 1.0271
H 2.1741 -2.0116 -0.0878
H -0.0272 -3.4536 0.3444
H 1.5050 -3.7698 2.9576
H 1.0448 -5.0793 1.8653
H -0.1991 -4.1469 2.7021
H 1.0696 -1.4124 2.3179
H -0.6483 -1.7875 2.0811
H -0.5140 0.9111 1.6240
H 1.2484 0.6904 1.7452
H 0.6810 2.6471 0.3406
H 1.5248 1.4025 -0.6034
H -1.5017 1.8190 -0.5341
H 0.3961 2.9486 -5.1575
H -0.0423 5.2553 -3.7623
H -0.1899 5.4738 -1.0039
H -1.2259 7.1967 -0.3971
H -1.3716 8.8807 1.3714
H -2.0512 8.2395 3.6516
H -2.6037 5.8872 4.1566
H -2.4582 4.1805 2.3678
H 0.2345 -0.1418 -2.0980
H -1.5216 0.0048 -2.2234
H -1.7692 -0.5947 0.1763
H -0.8857 -1.8548 -0.7144
```

=====

2.
Molecular formula: C24H35Br2F4N4O5PS
Method: DFT, the ωB97M-V functional and the def2-TZVPD basis

Properties
**Lowest unoccupied orbital energy**: -0.82 eV
**Strongest force on any atom**: 0.10723 hartree/bohr

```
76
C24H35Br2F4N4O5PS, DFT the ωB97M-V functional and the def2-TZVPD basis
C -1.1648 0.0387 3.3732
C 0.0293 -0.8146 2.9153
C 0.2573 -0.7831 1.3811
F -0.5646 0.1443 0.7538
C 0.2093 -2.1527 0.7335
C 1.4427 -2.9186 0.7654
C 2.6825 -2.3759 1.4645
C 3.8353 -2.0473 0.4788
C 4.5713 -0.8068 0.9412
F 3.7393 0.2631 1.0977
Br 5.3556 -1.1253 2.7034
C 5.6636 -0.4045 -0.1098
F 5.2351 -0.6984 -1.3524
F 5.9155 0.8999 -0.0660
Br 7.3195 -1.4208 0.1039
C 1.5558 -4.1510 0.1798
N 2.8099 -4.8413 0.2232
C 2.9916 -5.6661 1.4355
C 3.1227 -5.5605 -0.9770
C 3.5102 -4.7072 -2.1676
O 3.0704 -6.7572 -1.0838
C 0.3835 -4.6788 -0.4388
N 0.2696 -5.8614 -1.0275
S -1.2261 -5.9914 -1.5897
N -1.8064 -4.5821 -1.1043
C -0.8471 -3.9248 -0.4690
C -0.9242 -2.6423 0.1510
C -2.2406 -1.8819 0.1177
C -3.4844 -2.7353 0.2188
N -4.4742 -2.6081 -0.5564
H -2.1125 -0.4633 3.1830
H -1.1391 1.0256 2.9194
H -1.0603 0.1762 4.4507
H 0.9090 -0.3682 3.3873
H -0.0364 -1.8360 3.2898
H 1.2668 -0.4007 1.2420
H 3.0175 -3.1741 2.1258
H 2.4530 -1.5484 2.1254
H 3.3979 -1.9238 -0.5099
H 4.5167 -2.8939 0.4857
H 3.4664 -6.6180 1.2236
H 2.0625 -5.7983 1.9910
H 3.6606 -5.1250 2.1144
H 2.6301 -4.6934 -2.8192
H 3.7569 -3.6839 -1.8998
H 4.2905 -5.2192 -2.7235
H -2.2909 -1.2284 -0.7553
H -2.2525 -1.2190 0.9844
H -3.5694 -3.4801 1.0102
H -4.3016 -1.8793 -1.2492
O -3.4495 4.0280 0.7370
P -3.0111 4.3748 -0.6299
O -1.4105 4.6359 -0.5708
C -0.5473 3.5259 -0.2930
C -0.5266 2.5034 -1.4127
O -3.5660 5.8950 -0.7977
C -4.3789 6.5268 0.1884
C -3.5358 7.3143 1.1697
O -3.1456 4.0199 -2.1786
C -3.4994 4.9277 -3.2353
C -2.3949 5.9050 -3.5629
H -0.8510 3.0584 0.6477
H 0.4491 3.9430 -0.1518
H -1.4977 2.0151 -1.5212
H 0.2165 1.7352 -1.1993
H -0.2851 2.9757 -2.3651
H -5.0184 5.8059 0.6943
H -5.0387 7.2107 -0.3507
H -2.7383 6.6999 1.5878
H -4.1497 7.6967 1.9862
H -3.0589 8.1583 0.6686
H -4.4398 5.4276 -3.0156
H -3.6855 4.2988 -4.1072
H -2.1075 6.5046 -2.7023
H -2.7284 6.5789 -4.3534
H -1.5033 5.3769 -3.9038
```

=====

3.
Molecular formula: C24H35N11O6PSiV
Method: DFT, the ωB97M-V functional and the def2-TZVPD basis

Properties
**⟨S²⟩**: 3.76
**ΔE to the lowest compared entry with this formula, charge and spin**: 16.89 kJ/mol
**Lowest unoccupied orbital energy (spin up / spin down)**: -2.82 / -2.79 eV
**Net charge**: +1
**Multiplicity**: 4
**Strongest force on any atom**: 0.08052 hartree/bohr

```
79
C24H35N11O6PSiV, DFT the ωB97M-V functional and the def2-TZVPD basis
V 4.6361 -18.3852 3.5245
N 5.3236 -18.9844 5.5230
N 4.6702 -20.1406 5.9747
C 3.7189 -20.7704 5.1834
N 3.1519 -21.8488 5.6453
N 3.5597 -20.1604 4.0228
N 2.7861 -20.6749 3.0653
O 2.8509 -20.0682 2.0225
O 2.0604 -21.6315 3.2508
H 6.3098 -19.0504 5.6907
H 4.9986 -18.2005 6.0861
H 4.6392 -20.2664 6.9417
H 3.3298 -22.1612 6.5934
H 2.4493 -22.2063 5.0467
O 3.0007 -16.6959 1.7389
N 3.8837 -17.7538 1.5139
C 4.0430 -18.0666 0.3033
C 4.8046 -19.1745 -0.2613
C 4.5322 -19.4550 -1.6207
C 5.2266 -20.4499 -2.2616
C 6.2274 -21.1832 -1.5950
C 6.4962 -20.8837 -0.2592
C 5.7579 -19.9437 0.4140
P 6.1318 -19.7533 2.1861
C 7.9202 -19.3440 2.0581
C 9.0151 -20.0628 2.4897
C 10.2592 -19.5130 2.3233
C 10.5164 -18.3485 1.5802
C 9.3857 -17.6024 1.1064
C 8.1132 -18.1264 1.3850
C 6.1626 -21.4491 2.8512
C 6.8426 -21.5439 4.0579
C 6.7921 -22.6706 4.8650
C 6.0931 -23.8049 4.4161
C 5.4254 -23.7336 3.1718
C 5.4060 -22.5618 2.4325
H 2.7408 -16.9323 2.6636
H 3.4386 -17.5167 -0.4410
H 3.8324 -18.8759 -2.1612
H 5.0988 -20.7433 -3.2581
H 6.7695 -21.9660 -2.1184
H 7.2346 -21.4782 0.2812
H 8.9527 -20.9819 2.9345
H 11.1057 -20.0163 2.7442
H 11.5079 -18.0258 1.4132
H 9.5350 -16.7174 0.6084
H 7.2489 -17.5551 1.0360
H 7.4755 -20.7528 4.4328
H 7.3555 -22.7139 5.7770
H 6.1472 -24.6925 5.0187
H 4.8932 -24.5724 2.8195
H 4.9543 -22.4480 1.4276
N 5.8073 -16.3187 3.2199
N 5.6409 -15.3475 4.2592
C 5.3329 -14.0601 3.7491
N 5.0707 -13.1298 4.6861
N 5.0702 -13.9183 2.4764
N 4.4244 -12.7255 2.1047
O 3.4022 -12.4197 2.7463
O 4.8890 -12.0360 1.2033
H 6.8391 -16.5114 3.2132
H 5.4672 -15.9718 2.3385
H 4.9273 -15.5813 4.8958
H 5.3593 -13.3087 5.6249
H 4.4411 -12.3152 4.4656
C 2.1126 -15.5496 6.2674
Si 1.7449 -16.8411 4.9888
C 1.0800 -18.4440 5.7268
C 0.4718 -16.2595 3.6976
O 3.2398 -17.1760 4.3307
H 1.2206 -15.3802 6.9008
H 2.3171 -14.6113 5.8043
H 2.9478 -15.7753 6.8848
H 0.9461 -19.2161 4.9161
H 0.1787 -18.3411 6.2933
H 1.8972 -18.8559 6.3624
H 0.7018 -15.5808 2.8688
H -0.3233 -15.8042 4.2753
H 0.0435 -17.1448 3.2430
```